1.
Below is C3H10N2O2 in the gas phase at a distorted geometry, with properties calculated with ωB97M-V with the def2-TZVPD basis set.

Calculated values
Highest occupied orbital energy   -8.94 eV
Energy relative to the best compared isomer or geometry (same formula, charge and spin)   527.3 kJ/mol

Positions of all 17 atoms, in Å:
C (-1.183, -0.381, 1.279)
N (-0.727, 0.312, 0.099)
C (-1.749, 0.349, -0.921)
N (0.810, -0.057, -0.645)
O (0.940, 0.973, -1.384)
C (1.864, -0.152, 0.410)
O (3.090, 0.111, -0.178)
H (-0.492, -0.237, 2.110)
H (-2.134, 0.050, 1.606)
H (-1.354, -1.455, 1.097)
H (-2.138, -0.652, -1.162)
H (-1.337, 0.780, -1.834)
H (-2.587, 0.965, -0.585)
H (0.627, -0.958, -1.130)
H (1.870, -1.157, 0.831)
H (1.589, 0.611, 1.148)
H (2.909, 0.900, -0.741)

Here are the natural (NBO) charges for atoms 1 to 4, given in e: C -0.447; N -0.332; C -0.453; N 0.067

2.
Below is C5H14N2 in the gas phase at a distorted geometry, with properties calculated with ωB97M-V with the def2-TZVPD basis set.

Calculated values
Highest occupied orbital energy   -8.28 eV
Energy relative to the best compared isomer or geometry (same formula, charge and spin)   152.7 kJ/mol

Positions of all 21 atoms, in Å:
C (0.244, -1.805, 0.850)
C (-0.259, -0.437, 1.399)
N (0.293, -0.003, 2.704)
C (0.179, 0.618, 0.387)
N (-0.287, 0.385, -1.009)
C (-1.351, 1.276, -1.466)
C (0.844, 0.329, -1.991)
H (-0.564, -2.289, 0.304)
H (0.630, -2.459, 1.623)
H (1.043, -1.751, 0.102)
H (-1.344, -0.523, 1.472)
H (-0.235, -0.530, 3.393)
H (1.252, -0.335, 2.711)
H (1.262, 0.673, 0.309)
H (-0.147, 1.619, 0.694)
H (-2.278, 0.873, -1.061)
H (-1.292, 2.371, -1.464)
H (-1.400, 0.993, -2.533)
H (1.742, -0.020, -1.468)
H (1.067, 1.383, -2.173)
H (0.600, -0.368, -2.782)

Here are the natural (NBO) charges for atoms 1 to 4, given in e: C -0.636; C -0.062; N -0.821; C -0.219

Look up the highest occupied orbital energy of the second one. -8.28 eV